1.
Entry from OMol25: a cluster of 2 separate species, C4H10NO3 in total (wB97M-V/def2-TZVPD).

Computed properties:
- LUMO level (spin up / spin down): 6.856 / 6.023 eV
- Multiplicity: 2
- HOMO-LUMO gap (spin up / spin down): 6.788 / 5.818 eV
- Total charge: -2
- Energy relative to the best compared isomer or geometry (same formula, charge and spin): 426.4 kJ/mol
- Total energy: -11936.8150 eV

Positions of all 18 atoms, in Å:
C -1.61716 0.29324 -0.41936
N -1.75117 1.77186 -0.94286
C 0.10539 -1.16303 0.95286
C -0.10003 0.08068 0.00018
C 1.01586 0.16305 -1.10518
O 0.80912 -0.76448 -2.07173
O -2.27504 -0.10586 0.71486
H -1.86317 -0.25708 -1.38665
H -2.71554 1.91603 -1.17345
H -0.69304 -1.09513 1.69724
H 1.16269 -1.10407 1.39596
H 0.06174 -2.11996 0.31272
H 0.04988 1.04350 0.60767
H 1.91716 0.05374 -0.46956
H 0.92448 1.21406 -1.48875
H -1.60886 2.20255 -0.04706
H 3.74265 -1.22875 1.62761
O 2.83503 -0.90034 1.79552

Atomic forces in eV per Å
C 0.412 -1.413 0.433
N 0.896 -1.504 0.805
C 1.121 0.213 -1.265
C -0.838 0.548 1.512
C -0.658 0.823 -0.666
O 0.476 0.332 0.578
O -0.749 1.818 -2.246
H 0.138 -0.116 0.749
H -0.709 -0.066 0.058
H 0.276 -0.422 -0.279
H -1.414 -0.224 -0.587
H -0.217 1.193 0.970
H 0.307 -1.252 -0.447
H 0.024 -0.486 -0.286
H 0.186 -0.536 -0.036
H -0.115 0.944 0.481
H -0.591 0.228 0.097
O 1.456 -0.079 0.129

2.
Entry from OMol25: the ion C4H10NO3 with charge +1 (wB97M-V/def2-TZVPD).

Computed properties:
- LUMO level: -2.902 eV
- HOMO-LUMO gap: 12.199 eV
- Total charge: +1
- Energy relative to the best compared isomer or geometry (same formula, charge and spin): 144.2 kJ/mol
- Total energy: -11935.1172 eV

Positions of all 18 atoms, in Å:
C -1.50713 -1.65578 -0.69824
N -0.34552 -1.13120 0.03737
C -0.57380 0.06103 0.97972
C 0.63448 1.01295 0.77537
O 1.69652 0.24344 1.26864
C 0.84510 1.29068 -0.73921
O 0.95117 0.35987 -1.51361
O 1.02011 2.52542 -1.12940
H -1.18889 -2.52235 -1.20547
H -2.13969 -0.99477 -1.27332
H -2.20407 -2.07921 -0.10135
H 0.46041 -0.73384 -0.62576
H 0.11770 -1.78952 0.56990
H -0.56045 -0.11641 1.99929
H -1.39984 0.58063 0.77778
H 0.45024 1.88430 1.26151
H 2.45788 0.54603 1.66284
H 1.28577 2.51872 -2.04607

Atomic forces in eV per Å
C 0.893 0.328 -0.734
N -0.398 3.360 -0.274
C 3.811 -0.322 -2.000
C 0.279 -2.384 -1.485
O -2.606 -2.262 -1.627
C 0.780 -0.159 0.319
O 0.121 -0.229 -0.331
O -0.360 0.314 1.425
H 0.645 -0.583 -1.441
H 0.949 0.764 -0.515
H -1.993 -1.077 2.938
H -1.478 -0.618 0.012
H 0.808 -2.286 1.380
H -0.042 -1.329 1.857
H -3.658 1.560 -1.315
H -0.331 2.694 1.637
H 2.428 2.133 1.141
H 0.150 0.097 -0.985

3.
Entry from OMol25: a cluster of 3 separate species, C4H10NOP in total (wB97M-V/def2-TZVPD).

Computed properties:
- LUMO level: 0.128 eV
- HOMO-LUMO gap: 9.507 eV
- Energy relative to the best compared isomer or geometry (same formula, charge and spin): 265.2 kJ/mol
- Total energy: -17134.2197 eV

Positions of all 17 atoms, in Å:
C -3.00445 -0.39626 1.71698
P -3.27022 0.67970 0.44549
C -5.06091 0.08219 0.13257
H -2.07001 -0.46666 2.24011
H -3.79017 -0.90389 2.24801
H -5.28147 0.34050 -0.94997
H -5.39523 -0.91740 0.44346
H -5.66131 0.68486 0.83683
C 5.72811 -0.47712 -0.30625
C 4.84729 -0.01768 -1.42350
N 4.09540 0.29168 -2.24106
H 5.15684 -0.44080 0.57221
H 5.90724 -1.50525 -0.54471
H 6.69212 -0.05494 -0.18643
O 0.67767 0.90420 -0.81882
H 0.67682 1.67898 -1.32973
H -0.24773 0.51789 -0.83520

Atomic forces in eV per Å
C 0.341 1.422 -0.359
P -0.947 -2.465 0.998
C -0.151 1.505 -0.441
H 0.531 0.177 0.033
H -0.356 -0.474 -0.321
H -0.244 -0.476 1.421
H 0.907 -0.070 -0.612
H -0.044 0.384 -0.737
C -1.067 -0.597 -2.030
C 0.359 0.465 0.277
N 0.595 -0.199 0.454
H -0.615 0.158 1.362
H 0.117 -0.853 0.098
H 0.610 1.048 -0.193
O -1.509 -2.518 1.298
H -0.216 1.531 -1.138
H 1.690 0.963 -0.111

4.
Entry from OMol25: a cluster of 2 separate species, C4H10NOP in total (wB97M-V/def2-TZVPD).

Computed properties:
- LUMO level: 0.661 eV
- HOMO-LUMO gap: 9.091 eV
- Energy relative to the best compared isomer or geometry (same formula, charge and spin): 353.0 kJ/mol
- Total energy: -17133.3097 eV

Positions of all 17 atoms, in Å:
C 1.28686 1.91383 0.91404
P -0.04612 1.68078 0.02314
N -0.62220 0.10332 0.08997
C -0.22540 -0.90810 1.08084
C -1.79571 -0.11260 -0.67576
H 2.02858 1.21634 1.17617
H 1.54841 2.89318 1.05273
H 0.96508 -1.04145 1.08859
H -0.68532 -0.65027 1.97250
H -0.58603 -1.82881 0.91220
H -1.62369 -0.74627 -1.56054
H -2.57690 -0.59113 -0.03484
H -2.40228 0.78731 -0.82797
C 1.62770 -0.47380 -2.29648
O 1.48477 -1.30769 -3.14878
H 1.96147 -0.58874 -1.29842
H 1.58171 0.68392 -2.66548

Atomic forces in eV per Å
C -0.180 -1.859 -0.421
P -1.458 0.274 -0.209
N 1.564 0.376 0.269
C 4.078 2.597 -1.438
C -2.321 -1.159 0.592
H 0.558 -0.981 0.852
H 0.677 2.443 0.062
H -2.686 0.565 0.455
H -0.070 0.797 2.347
H -1.383 -3.336 -1.505
H -0.313 0.480 0.080
H 0.689 -0.523 -0.287
H 0.885 0.304 -0.849
C 0.161 3.095 -3.482
O -0.158 -0.307 0.982
H 0.143 -0.713 1.464
H -0.184 -2.052 1.088

- total energy of number 4 (C4H10NOP)?
  -17133.3097 eV

Repeat the second record exactly.
Entry from OMol25: the ion C4H10NO3 with charge +1 (wB97M-V/def2-TZVPD).

Computed properties:
- LUMO level: -2.902 eV
- HOMO-LUMO gap: 12.199 eV
- Total charge: +1
- Energy relative to the best compared isomer or geometry (same formula, charge and spin): 144.2 kJ/mol
- Total energy: -11935.1172 eV

Positions of all 18 atoms, in Å:
C -1.50713 -1.65578 -0.69824
N -0.34552 -1.13120 0.03737
C -0.57380 0.06103 0.97972
C 0.63448 1.01295 0.77537
O 1.69652 0.24344 1.26864
C 0.84510 1.29068 -0.73921
O 0.95117 0.35987 -1.51361
O 1.02011 2.52542 -1.12940
H -1.18889 -2.52235 -1.20547
H -2.13969 -0.99477 -1.27332
H -2.20407 -2.07921 -0.10135
H 0.46041 -0.73384 -0.62576
H 0.11770 -1.78952 0.56990
H -0.56045 -0.11641 1.99929
H -1.39984 0.58063 0.77778
H 0.45024 1.88430 1.26151
H 2.45788 0.54603 1.66284
H 1.28577 2.51872 -2.04607

Atomic forces in eV per Å
C 0.893 0.328 -0.734
N -0.398 3.360 -0.274
C 3.811 -0.322 -2.000
C 0.279 -2.384 -1.485
O -2.606 -2.262 -1.627
C 0.780 -0.159 0.319
O 0.121 -0.229 -0.331
O -0.360 0.314 1.425
H 0.645 -0.583 -1.441
H 0.949 0.764 -0.515
H -1.993 -1.077 2.938
H -1.478 -0.618 0.012
H 0.808 -2.286 1.380
H -0.042 -1.329 1.857
H -3.658 1.560 -1.315
H -0.331 2.694 1.637
H 2.428 2.133 1.141
H 0.150 0.097 -0.985

- Among the records above, which one has the lowest total energy?
  number 3